[1]
Below is a molecular structure, C34H69N3O4Si3 in a non-equilibrium geometry, with properties calculated with the ωB97M-V functional and the def2-TZVPD basis.

Geometry as XYZ:
```
113
Properties=species:S:1:pos:R:3:mulliken_spin:R:1
C 2.86386 -4.05634 -0.29871 0.000
C 3.82599 -2.74612 -0.07461 -0.001
C 5.47553 -2.74750 -0.05979 0.001
C 6.27241 -1.31902 0.19888 0.000
C 5.48851 0.13181 0.46464 0.001
C 3.84350 0.12083 0.48154 0.000
C 2.90186 1.46768 0.77602 -0.001
Si 1.86961 1.26185 2.43342 0.000
C 3.03270 1.13285 3.96254 0.000
C 3.77320 2.52923 4.39701 0.000
O 2.92785 3.73243 4.32899 0.000
Si 3.77333 5.05655 5.17517 0.000
C 3.72775 6.57567 3.93197 0.000
C 5.67305 4.68748 5.43576 0.000
C 2.89059 5.44087 6.86098 0.000
O 0.95100 -0.27565 2.38593 0.000
Si -0.74875 0.01241 2.77864 0.000
C -1.62094 0.54031 1.14773 -0.001
C -2.62846 -0.57323 0.49567 0.003
C -2.09210 -2.12020 0.54022 0.006
N -0.73305 -2.35207 -0.08012 0.000
C 3.08090 -1.30235 0.19038 0.000
H 2.13514 -4.11922 0.64430 0.000
H 2.13016 -3.94220 -1.23217 0.000
H 3.43562 -5.07905 -0.33970 0.000
H 6.04356 -3.78080 -0.22099 0.000
H 7.46069 -1.33675 0.20388 0.000
H 6.06800 1.13474 0.63283 0.000
H 2.19528 1.71016 -0.15328 0.000
H 3.62131 2.41129 0.90023 0.000
H 0.93761 2.39520 2.47374 0.000
H 3.78695 0.23603 3.74717 0.000
H 2.35187 0.81172 4.88402 0.000
H 4.07464 2.40313 5.54393 0.000
H 4.71336 2.65899 3.69549 0.000
H 4.80701 7.02676 3.88175 0.000
H 2.94764 7.37921 4.27146 0.000
H 3.51020 6.11136 2.86570 0.000
H 6.13221 4.51688 4.36408 0.000
H 6.22561 5.52495 6.05829 0.000
H 5.77552 3.67907 6.06147 0.000
H 3.65198 5.91857 7.62544 0.000
H 2.49892 4.43565 7.37017 0.000
H 1.93628 6.14059 6.70999 0.000
H -0.92251 0.97449 3.87354 0.000
H -1.28810 -1.28721 3.25047 0.000
H -2.18628 1.56436 1.38619 0.000
H -0.78655 0.79480 0.36700 0.000
H -2.77090 -0.27148 -0.64503 0.001
H -3.67160 -0.51112 1.05758 -0.003
H -2.12130 -2.61961 1.61434 0.000
H -2.86380 -2.75664 -0.11183 -0.001
H -0.34133 -1.50358 -0.54378 0.000
H -0.07956 -2.77146 0.61920 0.000
H 1.89570 -1.28529 0.17186 0.000
C 3.05083 -0.96883 -3.78251 0.018
C 4.16220 0.08827 -4.01564 0.023
C 4.03498 1.25684 -3.00178 0.014
C 2.93758 2.25485 -3.33607 -0.025
C 3.08818 2.76066 -4.76695 0.030
C 3.13412 1.61320 -5.80756 0.021
N 4.13168 0.53910 -5.44835 0.268
O 5.41138 1.03826 -5.75571 0.648
C 1.70860 1.00999 -5.95003 0.019
C 3.40222 2.23363 -7.21700 -0.003
C 5.46325 -0.70153 -3.63144 -0.010
H 2.05335 -0.65466 -4.07369 0.002
H 3.26682 -1.89205 -4.33201 -0.008
H 2.97837 -1.23122 -2.71889 0.000
H 4.98541 1.80874 -2.95271 -0.002
H 3.86286 0.86676 -1.99274 0.007
H 1.95401 1.79851 -3.18511 0.000
H 2.99076 3.10295 -2.64500 0.001
H 2.26051 3.44401 -4.99277 0.000
H 4.00492 3.36399 -4.83141 0.003
H 1.73007 0.07013 -6.51606 -0.008
H 1.04410 1.69415 -6.49597 0.000
H 1.20663 0.83874 -4.99854 0.001
H 4.33192 2.81748 -7.25479 -0.001
H 2.60124 2.92641 -7.50203 0.000
H 3.45187 1.45478 -7.98755 -0.001
H 5.65399 -1.52086 -4.33483 -0.002
H 5.36894 -1.14462 -2.63157 0.002
H 6.35256 -0.06112 -3.60234 0.000
C -8.28786 -3.28758 -1.76517 0.006
C -7.23115 -3.47043 -0.64407 0.036
C -7.67718 -4.56444 0.36283 0.014
C -8.73287 -4.10413 1.35564 -0.016
C -8.28508 -2.83049 2.06506 0.016
C -7.91301 -1.69366 1.07974 0.032
N -6.95453 -2.14381 0.00432 0.272
O -5.67739 -2.22450 0.59053 0.638
C -9.21782 -1.13163 0.44899 0.012
C -7.36459 -0.48403 1.90397 -0.007
C -6.00473 -4.05516 -1.43026 -0.005
H -9.20815 -2.80502 -1.45108 0.000
H -7.88296 -2.69315 -2.59201 -0.003
H -8.59056 -4.25856 -2.17865 0.000
H -6.80706 -4.91430 0.93798 0.003
H -8.05446 -5.44223 -0.17298 0.000
H -9.68916 -3.95078 0.84531 -0.001
H -8.90500 -4.89056 2.09831 0.002
H -9.08257 -2.49966 2.74150 0.001
H -7.42446 -3.06962 2.70593 0.002
H -8.99635 -0.47177 -0.39937 -0.007
H -9.78164 -0.53297 1.17796 0.000
H -9.91678 -1.90188 0.12523 0.001
H -6.49632 -0.74945 2.52229 0.001
H -8.12289 -0.10401 2.59917 0.000
H -7.07897 0.34483 1.24501 0.000
H -5.59536 -3.32002 -2.13342 -0.001
H -6.30066 -4.93627 -2.01424 0.000
H -5.19543 -4.38231 -0.76705 0.001
```

Output
**2S+1**: 3
**Net charge**: 0
**Orbital gap (spin up / spin down)**: 8.5817 / 7.8729 eV
**LUMO energy (spin up / spin down)**: 0.3 / -0.4 eV
**Max |F|**: 0.099 Eh/bohr
**M**: 668.2 g mol⁻¹



[2]
Below is a single C5H9N3 molecule in a non-equilibrium geometry, with properties calculated with the ωB97M-V functional and the def2-TZVPD basis.

Geometry as XYZ:
```
17
Properties=species:S:1:pos:R:3:nbo_charge:R:1
C 0.13718 -0.33228 0.01284 0.057
C 0.80177 -0.84488 -1.24989 -0.622
C 0.46589 -1.12856 1.25821 -0.625
N -1.38131 -0.18984 -0.15088 -0.274
C 0.20024 1.18114 0.15001 0.282
C -1.31192 1.31866 0.02187 0.026
N -1.97570 0.51009 0.93070 -0.504
N 1.19770 1.92560 0.29555 -0.620
H -1.88099 -0.56024 -0.95425 0.394
H 0.97474 2.92041 0.30369 0.347
H -1.79263 2.05231 -0.63048 0.179
H 1.87940 -0.73268 -1.15693 0.243
H 0.47807 -0.27982 -2.12369 0.214
H 0.57064 -1.89857 -1.40200 0.216
H 0.34464 -2.19626 1.07994 0.207
H 1.49355 -0.92776 1.55413 0.228
H -0.20127 -0.81732 2.06119 0.253
```

Output
**2S+1**: 1
**Net charge**: 0
**Orbital gap**: 8.5906 eV
**LUMO energy**: 0.8 eV
**Max |F|**: 0.028 Eh/bohr
**M**: 111.1 g mol⁻¹
**Relative energy (zero: lowest compared OMol25 entry of this formula, charge and spin)**: 414.7 kJ/mol



[3]
Below is 13 unconnected molecules or ions with the total composition C31H76N9O21 in a non-equilibrium geometry, with properties calculated with the ωB97M-V functional and the def2-TZVPD basis.

Geometry as XYZ:
```
137
Properties=species:S:1:pos:R:3:mulliken_charge:R:1
C -5.97097 -6.29312 -2.26149 -1.067
C -6.36276 -5.81056 -0.87652 0.540
O -7.44682 -5.95249 -0.43205 -0.397
N -5.33993 -5.03824 -0.10818 0.086
H -5.63154 -4.67750 0.79798 0.378
H -4.52175 -5.65036 0.02247 0.346
C -4.92625 -3.79848 -0.90154 -0.991
H -6.39615 -5.60902 -2.99614 0.339
H -6.44840 -7.26223 -2.39623 0.352
H -4.91042 -6.45011 -2.45927 0.362
H -4.95639 -3.92683 -1.97784 0.321
H -3.89433 -3.63287 -0.59521 0.373
H -5.69463 -3.10012 -0.57772 0.414
C 7.68830 -0.46498 0.04367 -1.219
C 6.49073 0.40359 0.20159 0.656
O 6.43008 1.58100 0.09114 -0.400
N 5.14700 -0.29947 0.47803 0.420
H 5.39199 -1.10425 1.06218 0.423
H 4.65194 0.22184 1.21089 -0.272
C 4.45050 -0.60214 -0.81613 -0.756
H 8.02341 -0.89278 0.98919 0.367
H 8.52542 0.13048 -0.31716 0.375
H 7.46126 -1.17105 -0.75919 0.363
H 3.39333 -0.67927 -0.58198 0.166
H 4.87804 -1.54529 -1.14667 0.379
H 4.58791 0.15238 -1.58353 0.339
C -3.61857 5.76105 0.52146 -1.215
C -4.00204 4.32066 0.45952 0.555
O -3.63739 3.51540 1.24090 -0.355
N -5.03097 3.92401 -0.59835 -0.070
H -5.88354 4.47644 -0.46350 0.418
H -4.65849 4.13971 -1.52436 0.388
C -5.29419 2.43952 -0.59955 -0.517
H -4.52685 6.33595 0.72788 0.451
H -3.19293 6.14160 -0.40928 0.330
H -2.89136 5.90360 1.31381 0.332
H -5.77661 2.14170 0.33165 0.349
H -4.33760 1.92225 -0.59194 -0.017
H -6.00250 2.07209 -1.33822 0.405
C 0.56638 3.96760 -3.92706 -1.254
C 0.64838 4.81555 -2.69254 0.517
O 0.20276 4.57265 -1.62334 -0.343
N 1.18510 6.23509 -2.98698 -0.149
H 2.17587 6.43550 -2.82042 0.376
H 1.18442 6.39465 -4.00188 0.478
C 0.30843 7.38951 -2.48939 -0.790
H -0.05388 4.35226 -4.74438 0.469
H 0.03313 3.05165 -3.67116 0.173
H 1.50469 3.68576 -4.40833 0.419
H 0.72711 8.27886 -2.96434 0.439
H 0.46468 7.55408 -1.42913 0.282
H -0.67169 7.20546 -2.91406 0.337
C -0.09383 2.17271 0.88178 0.416
C -0.72571 0.96172 0.30643 0.338
O -1.77388 0.94919 -0.27862 -0.463
N 0.11368 -0.25482 0.29657 1.823
H 0.46496 -0.40811 -0.66562 0.196
H 1.02583 -0.11935 0.77417 -0.339
C -0.56031 -1.48728 0.86866 -0.903
H 0.35306 2.79663 0.11396 -0.636
H 0.58164 1.93547 1.70680 -0.132
H -0.86239 2.72231 1.43119 0.377
H -1.51563 -1.67575 0.38537 0.253
H -0.83071 -1.34786 1.91250 0.030
H 0.01893 -2.40821 0.88384 0.656
C 3.87865 -7.67402 -0.03525 -1.209
C 2.94500 -7.22003 1.04458 0.477
O 1.79775 -7.42419 1.14818 -0.435
N 3.58040 -6.23555 2.06189 -0.029
H 3.44701 -6.55732 3.02643 0.433
H 4.56662 -6.32254 1.81807 0.399
C 3.13406 -4.82360 1.84782 -0.896
H 4.32277 -6.81213 -0.53873 0.401
H 3.24872 -8.15005 -0.78272 0.354
H 4.62261 -8.34310 0.39794 0.396
H 3.44085 -4.18462 2.67175 0.491
H 2.05015 -4.73372 1.80016 0.160
H 3.54656 -4.49821 0.89190 0.332
C -4.02894 0.23083 -6.39300 -1.214
C -2.96687 0.75541 -5.46835 0.557
O -2.22199 1.63715 -5.72230 -0.374
N -2.69370 -0.19725 -4.33930 0.155
H -3.00416 -1.15889 -4.47535 0.451
H -1.65580 -0.25641 -4.26742 0.111
C -3.28226 0.44573 -3.09164 -1.118
H -4.98101 0.04156 -5.88466 0.372
H -3.71710 -0.63050 -6.98608 0.371
H -4.38432 0.96323 -7.11990 0.393
H -4.26278 0.84509 -3.34082 0.444
H -2.61881 1.25488 -2.80149 0.221
H -3.29852 -0.30299 -2.30634 0.578
C -2.41671 -0.52710 4.01273 -1.124
C -1.02658 -0.02929 4.25124 0.465
O -0.44272 0.66302 3.48372 -0.340
N -0.33289 -0.57492 5.44900 -0.024
H -0.82296 -0.30866 6.30756 0.460
H -0.51417 -1.60729 5.38317 0.289
C 1.15183 -0.22646 5.50758 -0.686
H -2.85617 -0.08724 3.12573 0.154
H -3.11651 -0.43583 4.84814 0.467
H -2.33661 -1.62274 3.96105 0.356
H 1.69231 -0.92062 6.14440 0.382
H 1.22391 0.78352 5.89952 0.417
H 1.52807 -0.29593 4.49577 0.085
C 2.54827 7.21629 1.80631 -1.494
C 2.21533 5.90328 1.18093 0.515
O 1.14980 5.39172 1.18577 -0.206
N 3.42614 5.14977 0.62273 -0.048
H 3.70720 5.52844 -0.28255 0.401
H 4.24604 5.33610 1.20844 0.479
C 3.22311 3.62875 0.43132 -0.671
H 3.08799 7.92258 1.16973 0.414
H 3.23402 7.06838 2.65162 0.461
H 1.71909 7.73434 2.28169 0.368
H 2.93952 3.15083 1.37103 0.153
H 4.25634 3.38573 0.18333 0.629
H 2.51062 3.48832 -0.37184 -0.023
O 1.32113 0.55244 -4.12202 -0.598
C 0.88914 0.09762 -2.93963 0.550
O 1.59036 0.51881 -1.97307 -0.522
O -0.01912 -0.74073 -2.86306 -0.727
H 1.95227 1.22471 -3.84038 0.271
O 4.09128 0.60557 3.18824 -0.593
C 2.90030 1.03757 2.62167 0.714
O 2.53152 0.42326 1.58209 -1.089
O 2.42271 2.10345 3.02885 -0.772
H 4.01183 1.16562 3.98014 0.415
O -0.75863 -7.35593 -0.08875 -0.481
C -1.31846 -6.12292 0.13825 0.551
O -2.49633 -5.98093 -0.24545 -0.805
O -0.61657 -5.38458 0.88238 -0.719
H 0.00675 -7.20458 0.48888 0.441
O -0.32214 -3.61003 3.32149 -0.264
C 0.53974 -4.12718 4.27791 0.675
O 1.11567 -5.20219 4.01690 -0.694
O 0.74549 -3.44643 5.30798 -0.753
H -0.28363 -4.31472 2.64973 0.179
```

Output
**2S+1**: 1
**Net charge**: +5
**Orbital gap**: 4.2424 eV
**LUMO energy**: -11.5 eV
**Max |F|**: 0.071 Eh/bohr
**M**: 911.0 g mol⁻¹
**Relative energy (zero: lowest compared OMol25 entry of this formula, charge and spin)**: 0.0 kJ/mol



> Which formula does entry 1 have?

C34H69N3O4Si3